Record 1
Computed, not measured: a structure of composition C24H33BrClN5OTeY, with ωB97M-V/def2-TZVPD.

```
! wB97M-V def2-TZVPD RIJCOSX def2/J DEFGRID3
* xyz 1 1
Te -2.609 0.302 1.814
Y 0.575 -0.112 1.035
Br -1.373 -4.253 5.786
Cl 0.293 -0.925 3.670
O -0.695 -1.248 -0.316
N -0.722 -7.404 0.618
N -0.545 -6.824 -0.461
N 1.344 -2.486 0.883
N 0.656 2.303 0.369
N 2.279 0.126 -0.838
C -0.471 2.634 -0.522
C -0.223 -6.226 4.087
C 1.637 -5.259 0.796
C -1.543 -3.308 -1.166
C -3.575 0.656 -0.049
C 2.349 -3.090 1.480
C 2.550 -4.476 1.444
C 2.059 -0.853 -1.921
C -0.502 -5.382 -0.496
C -2.111 -5.043 3.161
C -1.972 -5.741 1.973
C 0.582 3.150 1.573
C -3.259 2.109 2.733
C 1.947 2.524 -0.312
C -0.638 -2.569 -0.443
C 3.619 -0.102 -0.265
C -1.215 -5.266 4.197
C 2.195 1.492 -1.395
C -0.936 -6.658 1.833
C -0.103 -6.940 2.905
C -1.461 -4.713 -1.202
C 0.434 -3.256 0.212
C 0.522 -4.661 0.169
C 1.851 -0.070 3.094
H 3.045 -2.457 2.020
H 4.392 0.016 -1.032
H -2.770 2.191 3.702
H -0.562 1.910 -1.332
H 3.820 0.595 0.548
H 1.387 1.511 -2.127
H 0.630 4.212 1.312
H -3.074 0.037 -0.789
H 0.442 -6.420 4.917
H 3.112 1.737 -1.943
H 2.733 2.477 0.444
H -2.201 -5.290 -1.742
H -1.394 2.609 0.053
H -2.668 -5.563 1.166
H 1.983 3.534 -0.740
H 1.045 -0.756 -2.307
H -2.996 2.965 2.116
H -0.348 3.635 -0.952
H 2.647 -0.745 3.405
H -4.621 0.377 0.032
H 2.184 -1.861 -1.533
H 1.910 0.808 3.739
H -0.356 2.960 2.096
H 1.410 2.915 2.241
H -2.337 -2.793 -1.690
H 0.652 -7.709 2.797
H 2.778 -0.697 -2.733
H -2.906 -4.321 3.286
H 3.675 -1.113 0.132
H 3.411 -4.908 1.933
H -4.335 2.068 2.875
H 1.764 -6.332 0.746
H -3.496 1.707 -0.317
*
```

Properties
LUMO energy in eV: -2.802
Energy in Ha: -4623.749820
Molar mass in Da: 739.4
Maximum force in eV/A: 0.49
Energy relative to the best compared isomer or geometry (same formula, charge and spin) in kJ/mol: 13.3



Record 2
Computed, not measured: a cluster of 7 separate species, C24H33Cl2F6O20P2 in total, with ωB97M-V/def2-TZVPD.

```
! wB97M-V def2-TZVPD RIJCOSX def2/J DEFGRID3
* xyz -1 1
Cl 3.089 0.667 4.418
Cl 2.423 -3.066 5.508
P 3.316 -0.485 2.674
P 1.020 -1.054 2.500
F 0.071 -7.476 3.650
F 4.980 0.166 7.819
F 6.214 6.355 2.406
F -5.839 8.114 -9.357
F 0.702 -1.893 -3.449
F -7.730 0.302 -6.884
O 2.699 3.647 2.630
O -4.737 2.000 -7.017
O 0.971 -8.842 5.207
O 4.220 5.320 2.649
O -6.453 1.481 -8.326
O -3.332 -0.499 -4.661
O -1.493 -1.425 -3.745
O 2.558 -9.940 6.376
O 1.615 0.355 8.562
O 3.476 1.548 8.782
O 3.407 -4.088 3.324
O 1.485 2.489 9.270
O 3.004 -7.964 5.392
O 4.891 3.219 2.937
O -1.486 -0.860 -5.893
O -9.600 6.645 -7.515
O 3.360 0.761 1.594
O -7.740 7.726 -8.202
O -7.812 5.504 -8.277
O -4.920 2.972 -9.038
C 2.446 -3.498 3.712
C -0.724 -0.120 -0.217
C 6.072 4.004 2.834
C -5.601 1.172 -6.223
C 2.117 1.558 8.897
C -5.326 2.229 -8.203
C -6.410 7.306 -8.430
C -8.502 6.621 -7.955
C 0.760 -0.486 -0.312
C 2.672 -0.455 8.023
C 2.296 -7.132 4.464
C 1.212 -1.580 0.650
C -6.457 0.515 -7.288
C 3.896 0.206 8.627
C -2.213 -0.887 -4.753
C 1.253 -3.057 3.036
C 0.856 -7.504 4.754
C -0.146 -1.253 -5.581
C -6.595 5.886 -8.926
C 5.548 5.400 3.109
C 2.581 -2.111 0.233
C 2.221 -9.009 5.723
C -0.336 -2.036 -4.294
C 3.820 4.009 2.726
H 0.273 -1.832 -6.398
H 2.482 -2.708 -0.680
H -5.012 0.479 -5.632
H -0.408 -1.332 2.416
H 0.894 -0.768 3.913
H 0.936 -0.866 -1.323
H -6.218 1.806 -5.584
H 2.682 -0.377 6.936
H 4.187 -0.182 9.606
H 2.539 -1.491 8.320
H -0.534 -3.100 -4.431
H 0.800 0.360 2.151
H 3.030 -2.761 0.986
H 5.547 5.689 4.162
H 6.813 3.654 3.546
H 0.398 -3.163 3.698
H 0.461 -0.366 -5.392
H 0.380 -6.906 5.534
H 1.390 0.398 -0.191
H -6.056 -0.421 -7.680
H 1.129 -3.712 2.173
H -6.741 5.879 -10.008
H -1.129 0.161 -1.191
H 0.499 -2.407 0.552
H 3.275 -1.302 0.001
H -1.302 -0.976 0.135
H 2.567 -7.412 3.445
H 2.518 -6.082 4.621
H 2.695 1.432 1.820
H 6.467 3.943 1.818
H -0.906 0.687 0.491
H -5.792 5.205 -8.662
H -5.845 7.396 -7.500
*
```

Properties
LUMO energy in eV: 1.582
Energy in Ha: -4641.531363
Molar mass in Da: 888.4
Maximum force in eV/A: 0.86



Record 3
Computed, not measured: a structure of composition C24H33ClIrN6O3STe, with ωB97M-V/def2-TZVPD.

```
! wB97M-V def2-TZVPD RIJCOSX def2/J DEFGRID3
* xyz 2 2
Ir -0.666 0.232 -0.089
Te 2.708 -1.955 -2.879
Cl -2.886 -2.156 -4.010
S 0.040 -1.504 1.305
O -1.034 -1.328 -1.410
O 0.036 -0.549 -3.226
O -0.486 1.732 1.271
N -2.762 -0.117 0.188
N -3.507 4.098 1.461
N 2.057 -0.848 -0.375
N -1.061 1.774 -1.541
N 2.163 -2.922 0.568
N 1.325 0.349 -0.329
C 4.612 -0.379 -4.409
C 7.338 -0.552 -4.911
C 0.842 5.080 1.509
C 2.259 3.844 0.048
C -2.744 3.457 -0.784
C -4.202 1.895 0.559
C 0.063 3.960 1.718
C 6.780 -1.281 -3.874
C -0.719 -1.345 -2.656
C -3.476 1.244 -1.766
C 5.176 0.349 -5.451
C -3.088 2.924 0.597
C 5.416 -1.193 -3.618
C -3.847 0.736 -0.376
C 1.938 5.040 0.645
C 0.327 2.745 1.056
C 3.133 -0.293 -4.124
C 1.508 -1.758 0.411
C 6.536 0.264 -5.699
C 4.794 -1.954 -2.472
C -2.412 2.339 -1.775
C 1.473 2.692 0.222
C 2.018 1.423 -0.215
C -1.257 -2.554 -3.400
H -3.606 3.999 -1.191
H 7.404 -1.923 -3.266
H -3.160 0.409 -2.393
H -3.772 3.793 2.400
H -0.745 1.295 -2.393
H -2.806 -1.022 -0.285
H 2.554 5.914 0.497
H -0.634 -2.784 -4.258
H 4.941 -1.453 -1.513
H 6.971 0.825 -6.514
H 3.092 1.337 -0.358
H -2.196 2.520 1.080
H -5.122 2.350 0.176
H 2.845 0.612 -3.586
H -2.731 4.760 1.554
H -4.303 4.599 1.057
H 0.618 5.993 2.047
H 2.502 -0.380 -5.005
H -2.953 -0.312 1.169
H -1.912 4.164 -0.725
H 8.397 -0.629 -5.113
H 4.550 0.975 -6.075
H -2.410 2.794 -2.768
H -4.737 0.111 -0.466
H -4.422 1.516 1.562
H 3.153 3.769 -0.561
H 5.148 -2.980 -2.391
H 3.154 -2.954 0.394
H -0.401 2.536 -1.393
H 1.776 -3.621 1.179
H -0.718 3.967 2.472
H -1.357 -3.410 -2.740
H -4.380 1.643 -2.231
*
```

Properties
LUMO energy (spin up / spin down) in eV: -5.059 / -6.802
Energy in Ha: -2718.908509
Molar mass in Da: 840.9
Maximum force in eV/A: 0.86
Energy relative to the best compared isomer or geometry (same formula, charge and spin) in kJ/mol: 6.3



Record 4
Computed, not measured: a structure of composition C24H33ClN3PtSi2 in a non-equilibrium geometry, with ωB97M-V/def2-TZVPD.

```
! wB97M-V def2-TZVPD RIJCOSX def2/J DEFGRID3
* xyz -1 1
Pt -0.494 0.655 0.168
Cl 0.487 4.928 0.968
Si 1.789 0.845 -2.253
Si -1.640 -1.869 1.898
N -0.395 -1.433 0.820
N 1.055 -0.196 -1.107
N -2.104 1.245 -1.461
C -1.530 -0.935 3.553
C 3.661 1.094 -2.053
C -3.161 -0.499 -2.727
C -1.832 -3.695 2.415
C -3.321 -1.432 1.138
C 0.985 2.562 -2.146
C 2.734 -3.503 -1.055
C -3.320 1.722 -1.187
C 2.444 -2.188 -1.389
C 1.318 3.596 1.738
C 1.392 1.410 2.660
C 1.984 -4.140 -0.078
C 2.711 1.593 3.012
C 2.651 3.789 2.068
C 3.358 2.789 2.712
C -4.492 1.151 -1.650
C 0.952 -3.462 0.554
C -2.040 0.144 -2.235
C 1.528 0.148 -4.009
C 1.394 -1.481 -0.783
C 0.622 -2.138 0.227
C 0.635 2.402 2.002
C -4.417 0.013 -2.438
C -0.775 2.147 1.665
H -1.304 1.686 2.499
H 4.029 1.858 -2.743
H -3.445 -1.920 0.172
H 4.211 0.171 -2.251
H -0.499 -0.764 3.868
H 3.252 0.802 3.518
H 4.397 2.944 2.971
H 0.472 0.172 -4.293
H 2.091 0.715 -4.756
H -2.023 0.037 3.472
H 1.725 3.364 -2.105
H 1.857 -0.893 -4.057
H 2.197 -5.169 0.193
H -1.022 -4.020 3.072
H 0.390 -3.961 1.332
H 3.122 4.731 1.822
H 3.038 -1.681 -2.141
H -3.391 -0.354 0.983
H -2.770 -3.820 2.963
H -1.295 3.042 1.331
H -5.313 -0.459 -2.818
H 0.383 2.630 -1.239
H 3.896 1.412 -1.035
H 3.538 -4.031 -1.556
H -2.034 -1.499 4.343
H 0.317 2.759 -2.988
H -3.046 -1.395 -3.321
H -5.447 1.593 -1.400
H -4.153 -1.737 1.781
H 0.895 0.468 2.859
H -1.043 -0.201 -2.476
H -3.344 2.623 -0.584
H -1.860 -4.367 1.554
*
```

Properties
LUMO energy (spin up / spin down) in eV: 2.592 / 2.535
Energy in Ha: -2257.198764
Molar mass in Da: 650.3
Maximum force in eV/A: 1.50
Energy relative to the best compared isomer or geometry (same formula, charge and spin) in kJ/mol: 172.2



Record 5
Computed, not measured: a structure of composition C24H33NO2P2Tb in a non-equilibrium geometry, with ωB97M-V/def2-TZVPD.

```
! wB97M-V def2-TZVPD RIJCOSX def2/J DEFGRID3
* xyz 1 7
Tb -0.247 -0.815 0.803
P -2.730 0.037 -0.101
P -0.642 -3.365 -0.361
O 2.962 0.018 1.220
O -0.151 0.655 2.220
N 0.540 -0.069 -0.820
C -2.132 1.256 -1.376
C 1.602 2.061 -1.069
C -0.797 3.380 -0.926
C 3.504 -2.171 -2.949
C 2.887 0.814 0.348
C -0.822 2.001 -1.080
C -0.210 -2.698 -2.062
C 0.591 2.884 2.601
C 1.479 -0.786 -1.632
C 2.229 -2.731 -2.788
C 2.855 1.170 -1.171
C 0.243 1.556 3.243
C 2.705 -0.211 -1.828
C -4.181 -0.743 -0.863
C -3.448 1.168 1.136
C -0.893 1.721 4.239
C 3.742 -0.874 -2.482
C -2.180 -4.285 -0.694
C 0.574 -4.715 -0.190
C 0.434 1.347 -1.010
C 1.622 3.446 -0.982
C 1.180 -2.068 -2.160
C 0.397 4.105 -0.859
C 1.462 0.964 3.937
H 2.246 0.742 3.204
H 4.698 -0.377 -2.611
H 4.284 -2.744 -3.450
H 2.024 -3.726 -3.176
H -3.703 2.135 0.687
H 3.783 1.584 -1.081
H 0.910 3.599 3.368
H -1.168 0.752 4.672
H 1.404 2.756 1.879
H -1.760 3.894 -0.887
H -4.065 -1.833 -0.800
H -2.936 -3.642 -1.161
H -0.579 2.387 5.051
H 0.300 -5.576 -0.816
H -2.085 0.703 -2.336
H 1.839 1.664 4.690
H -5.078 -0.452 -0.302
H -1.779 2.154 3.762
H -4.352 0.697 1.542
H 2.559 3.984 -1.006
H -2.939 2.004 -1.437
H 1.185 0.026 4.432
H 3.216 1.604 -2.196
H -2.568 -4.629 0.273
H -0.236 -3.574 -2.727
H 1.584 -4.374 -0.446
H -0.998 -1.981 -2.363
H 0.568 -5.020 0.865
H 0.348 5.183 -0.757
H -4.280 -0.451 -1.916
H -2.738 1.330 1.958
H -0.273 3.295 2.069
H -1.986 -5.161 -1.331
*
```

Properties
LUMO energy (spin up / spin down) in eV: -3.117 / -2.832
Energy in Ha: -2646.277367
Molar mass in Da: 588.4
Maximum force in eV/A: 11.44



Record 6
Computed, not measured: an isolated molecule of C24H33NO4, with ωB97M-V/def2-TZVPD.

```
! wB97M-V def2-TZVPD RIJCOSX def2/J DEFGRID3
* xyz 0 1
O 2.267 2.141 -0.086
O -0.578 -6.116 0.343
O 1.233 2.561 -4.730
O 1.604 -0.407 1.262
N -0.133 1.816 1.390
C 1.752 2.323 -2.455
C -1.099 0.886 0.840
C -0.307 1.935 2.824
C 0.454 -1.102 0.884
C -1.304 -3.799 0.562
C -0.044 0.590 3.493
C -0.178 3.108 0.723
C 0.345 2.911 -5.761
C -0.730 3.351 -1.724
C 0.141 -5.798 -0.824
C -1.998 -2.843 1.297
C -2.602 -4.545 2.884
C 0.166 2.990 -0.736
C -0.891 -0.533 1.387
C -1.898 -5.488 2.166
C -1.242 -5.118 0.991
C 3.554 2.725 -0.054
C 3.033 1.669 -2.882
C 1.422 2.494 -1.113
C -2.035 -1.416 0.829
C -0.962 -0.484 2.918
C -2.655 -3.229 2.456
C 0.831 2.729 -3.435
C -0.401 3.247 -3.065
H -0.817 -3.494 -0.351
H 3.847 2.390 -2.945
H -1.993 -0.261 3.209
H 0.994 0.307 3.324
H 3.305 0.886 -2.179
H -0.210 0.682 4.568
H 2.900 1.231 -3.868
H 0.563 3.748 1.215
H -0.984 0.877 -0.248
H 0.398 -1.164 -0.218
H 4.310 2.061 -0.481
H -0.521 -5.439 -1.619
H 0.403 2.678 3.199
H -0.580 2.327 -5.714
H -1.329 2.283 3.073
H -1.700 3.737 -1.447
H 0.612 -6.727 -1.142
H 0.914 -5.049 -0.628
H 0.868 2.681 -6.689
H 3.789 2.889 0.999
H -1.119 3.559 -3.806
H -1.169 3.586 0.827
H -3.116 -4.838 3.788
H -1.844 -6.516 2.485
H -2.133 1.214 1.066
H -0.698 -1.458 3.331
H -2.985 -0.968 1.130
H 3.573 3.682 -0.580
H -3.216 -2.502 3.024
H 0.102 3.978 -5.741
H -1.984 -1.389 -0.262
H 0.579 -2.115 1.278
H 1.495 0.528 1.016
*
```

Properties
LUMO energy in eV: 0.693
Energy in Ha: -1290.009350
Molar mass in Da: 399.5
Maximum force in eV/A: 0.54
Energy relative to the best compared isomer or geometry (same formula, charge and spin) in kJ/mol: 46.1
SMILES: COc1cccc(C[C@]2(CO)CCCN(Cc3ccc(OC)c(C)c3OC)C2)c1



> energy of number 4 (C24H33ClN3PtSi2)?

-2257.198764 Ha



> Which of these has the lowest molar mass?

C24H33NO4



> The highest molar mass belongs to which entry?

C24H33Cl2F6O20P2



> Look up the molar mass of the first one.

739.4 Da